Entry 1:
16
Properties=species:S:1:pos:R:3:nbo_charge:R:1 method="wB97M-V/def2-TZVPD" de_lowest_kj_mol=346.0 largest_force_ha_per_bohr=0.048 homo_lumo_gap_ev=8.49 energy_ha=-379.95640 e_lumo_ev=0.78 e_homo_ev=-7.71
C -0.934 1.149 -0.780 0.278
C -0.511 -0.971 -0.047 0.492
N -0.313 -1.174 1.284 -0.816
C 0.241 0.201 -0.722 -0.487
C 1.445 0.663 0.026 -0.203
C 1.506 1.775 0.738 -0.371
O -1.952 0.774 -1.451 -0.635
N -1.271 -1.654 -0.821 -0.792
H -1.924 -0.211 -1.719 0.488
H -0.600 -2.037 1.715 0.400
H 0.249 -0.523 1.804 0.415
H -1.780 -2.400 -0.351 0.346
H 0.493 -0.074 -1.754 0.259
H 2.312 0.016 -0.055 0.205
H 0.640 2.406 0.861 0.223
H 2.398 2.061 1.273 0.198


Entry 2:
16
Properties=species:S:1:pos:R:3:nbo_charge:R:1 method="wB97M-V/def2-TZVPD" de_lowest_kj_mol=510.8 largest_force_ha_per_bohr=0.044 homo_lumo_gap_ev="7.49 / 7.26" energy_ha=-379.89362 e_lumo_ev="-0.12 / 0.07" e_homo_ev="-7.60 / -7.19"
C 0.229 -1.653 -0.730 -0.433
N 0.102 -0.888 0.492 -0.386
C 0.666 0.386 0.575 0.141
N 1.198 0.688 1.842 -0.804
C -1.022 0.384 0.414 -0.101
C -1.795 0.630 -0.671 -0.445
C 1.276 1.028 -0.655 0.463
O 0.810 1.678 -1.513 -0.460
H 1.650 -0.106 2.278 0.386
H 1.773 1.515 1.895 0.383
H -1.384 0.615 1.404 0.230
H -0.140 -1.179 -1.645 0.186
H 1.297 -1.858 -0.876 0.210
H -0.337 -2.577 -0.610 0.213
H -1.515 0.365 -1.679 0.202
H -2.808 0.973 -0.521 0.217


Entry 3:
16
Properties=species:S:1:pos:R:3:nbo_charge:R:1 method="wB97M-V/def2-TZVPD" smiles="C=C1N(N)[C@@]1(C)C=O" de_lowest_kj_mol=599.4 largest_force_ha_per_bohr=0.106 homo_lumo_gap_ev=8.46 energy_ha=-379.85990 e_lumo_ev=0.66 e_homo_ev=-7.80
C 0.341 -0.846 -1.957 -0.390
C 0.487 -0.832 -0.653 0.067
N -0.729 -0.885 0.493 -0.254
N -2.002 -0.478 0.263 -0.684
C 0.310 0.100 0.571 0.024
C 0.061 1.563 0.368 -0.651
C 1.647 -0.409 1.068 0.404
O 2.345 0.328 1.759 -0.550
H 1.204 -0.763 -2.608 0.214
H -0.586 -1.191 -2.409 0.200
H -2.658 -1.251 0.276 0.377
H -2.332 0.318 0.805 0.365
H -0.432 1.977 1.254 0.228
H -0.550 1.775 -0.514 0.237
H 1.013 2.079 0.222 0.252
H 1.881 -1.487 1.063 0.160


Entry 4:
16
Properties=species:S:1:pos:R:3:nbo_charge:R:1 method="wB97M-V/def2-TZVPD" de_lowest_kj_mol=469.9 largest_force_ha_per_bohr=0.121 homo_lumo_gap_ev=10.70 energy_ha=-379.90920 e_lumo_ev=0.22 e_homo_ev=-10.47
C -1.841 0.152 2.254 -0.619
C -1.919 0.969 1.016 -0.463
C -0.736 1.211 0.112 -0.513
C 0.013 -0.029 -0.260 0.714
C 2.074 -0.604 -1.246 0.419
H -2.713 0.747 3.109 0.229
H -2.166 -1.059 1.935 0.237
H -0.649 0.161 2.831 0.218
H -2.808 0.759 0.322 0.234
H -2.080 1.962 1.542 0.217
H 0.138 1.885 0.422 0.213
H -0.967 1.772 -0.834 0.268
H 2.022 0.919 0.524 0.461
N 1.517 0.251 -0.145 -0.756
N 2.364 -1.445 -2.022 -0.328
O -0.436 -1.122 -0.742 -0.531


Entry 5:
16
Properties=species:S:1:pos:R:3:nbo_charge:R:1 method="wB97M-V/def2-TZVPD" smiles="CN1N=C[C@H]2[C@@H](O)[C@H]21" de_lowest_kj_mol=299.5 largest_force_ha_per_bohr=0.059 homo_lumo_gap_ev=8.83 energy_ha=-379.97409 e_lumo_ev=0.98 e_homo_ev=-7.85
C 2.083 -0.625 -0.051 -0.414
N 1.047 0.309 0.288 -0.247
N 0.629 1.113 -0.672 -0.198
C -0.593 1.458 -0.442 -0.063
C -1.197 0.660 0.613 -0.320
C -1.155 -0.851 0.303 0.074
O -1.049 -1.357 -0.993 -0.696
C -0.019 -0.160 1.116 -0.108
H 2.687 -0.150 -0.802 0.223
H 1.695 -1.620 -0.407 0.198
H 2.761 -0.778 0.840 0.197
H -1.008 2.221 -1.016 0.209
H -1.995 1.082 1.300 0.238
H -1.761 -1.505 0.942 0.198
H -0.784 -0.667 -1.583 0.476
H 0.350 -0.574 2.126 0.232


Entry 6:
17
Properties=species:S:1:pos:R:3:nbo_charge:R:1 method="wB97M-V/def2-TZVPD" smiles="O=C1CCNC(=O)NC1" de_lowest_kj_mol=130.4 largest_force_ha_per_bohr=0.089 homo_lumo_gap_ev=10.28 energy_ha=-455.30883 e_lumo_ev=0.62 e_homo_ev=-9.66
O -0.892 2.348 -1.472 -0.534
C -0.357 1.430 -0.785 0.573
C -0.642 1.414 0.700 -0.523
C -1.348 0.046 1.007 -0.198
N -0.467 -1.174 0.927 -0.669
C 0.806 -1.439 0.482 0.790
O 1.570 -2.317 0.812 -0.624
N 1.218 -0.457 -0.445 -0.654
C 0.325 0.243 -1.333 -0.341
H -1.464 2.146 0.816 0.248
H 0.205 1.563 1.325 0.244
H -1.728 -0.048 2.033 0.216
H -2.251 -0.045 0.341 0.199
H -0.648 -1.814 1.735 0.404
H 2.046 -0.676 -0.946 0.397
H 0.995 0.333 -2.211 0.245
H -0.538 -0.459 -1.608 0.226


Please write out number 6 again, unchanged.
17
Properties=species:S:1:pos:R:3:nbo_charge:R:1 method="wB97M-V/def2-TZVPD" smiles="O=C1CCNC(=O)NC1" de_lowest_kj_mol=130.4 largest_force_ha_per_bohr=0.089 homo_lumo_gap_ev=10.28 energy_ha=-455.30883 e_lumo_ev=0.62 e_homo_ev=-9.66
O -0.892 2.348 -1.472 -0.534
C -0.357 1.430 -0.785 0.573
C -0.642 1.414 0.700 -0.523
C -1.348 0.046 1.007 -0.198
N -0.467 -1.174 0.927 -0.669
C 0.806 -1.439 0.482 0.790
O 1.570 -2.317 0.812 -0.624
N 1.218 -0.457 -0.445 -0.654
C 0.325 0.243 -1.333 -0.341
H -1.464 2.146 0.816 0.248
H 0.205 1.563 1.325 0.244
H -1.728 -0.048 2.033 0.216
H -2.251 -0.045 0.341 0.199
H -0.648 -1.814 1.735 0.404
H 2.046 -0.676 -0.946 0.397
H 0.995 0.333 -2.211 0.245
H -0.538 -0.459 -1.608 0.226


Repeat the fifth record exactly.
16
Properties=species:S:1:pos:R:3:nbo_charge:R:1 method="wB97M-V/def2-TZVPD" smiles="CN1N=C[C@H]2[C@@H](O)[C@H]21" de_lowest_kj_mol=299.5 largest_force_ha_per_bohr=0.059 homo_lumo_gap_ev=8.83 energy_ha=-379.97409 e_lumo_ev=0.98 e_homo_ev=-7.85
C 2.083 -0.625 -0.051 -0.414
N 1.047 0.309 0.288 -0.247
N 0.629 1.113 -0.672 -0.198
C -0.593 1.458 -0.442 -0.063
C -1.197 0.660 0.613 -0.320
C -1.155 -0.851 0.303 0.074
O -1.049 -1.357 -0.993 -0.696
C -0.019 -0.160 1.116 -0.108
H 2.687 -0.150 -0.802 0.223
H 1.695 -1.620 -0.407 0.198
H 2.761 -0.778 0.840 0.197
H -1.008 2.221 -1.016 0.209
H -1.995 1.082 1.300 0.238
H -1.761 -1.505 0.942 0.198
H -0.784 -0.667 -1.583 0.476
H 0.350 -0.574 2.126 0.232